# 1
Molecular formula: C14H17N3O3S
Method: DFT, ωB97M-V/def2-TZVPD

## Properties
E_HOMO ... -8.519 eV
Frontier orbital gap ... 6.90 eV
Multiplicity ... 1
Maximum force ... 6.240 eV Å⁻¹
Total charge ... 0
Energy above the lowest of the compared OMol25 structures with the same formula, charge and spin ... 721.0 kJ/mol

The geometry in XYZ format:
```
38
Properties=species:S:1:pos:R:3:forces:R:3
H 0.8311 4.4157 -1.4368 0.38 -0.87 -0.17
O -3.6481 -4.1837 3.7036 0.47 -1.74 -1.94
H -0.1468 2.9601 1.8085 -0.84 0.54 -0.62
H -2.5003 -4.4667 -1.8434 -0.15 -0.48 1.42
C 1.4914 3.6424 0.3950 -0.10 -2.31 2.91
C 2.8710 3.1610 -0.0765 -0.56 -1.36 1.52
C 1.0844 2.1983 -1.4217 0.38 1.03 1.54
H 1.5877 0.4504 0.8774 -2.19 1.84 0.87
H 3.3212 4.0225 -0.4490 1.49 1.47 -0.62
H 1.3628 2.6590 2.4108 -0.05 -0.54 -1.15
N 0.2870 1.2841 -0.5629 -1.47 -3.20 -1.70
H -3.5112 -6.1064 0.1279 -0.15 -1.03 -0.37
C 3.3887 1.0623 -1.2609 1.82 0.30 -1.42
C -2.5695 -4.3030 -0.7343 -0.21 -0.37 -0.87
H -1.5631 -2.0249 -2.1143 -0.28 0.00 -0.13
H 1.4645 4.6194 0.8504 0.23 0.39 -0.01
C 0.8006 2.6300 1.4266 2.55 0.03 0.95
H 4.4288 1.3694 -1.6991 -1.51 -0.56 1.12
C -1.6148 -1.9768 -1.0373 1.96 1.79 1.86
H 3.5091 0.6024 -0.2783 0.29 -0.26 0.05
O -0.4945 0.0848 -2.4069 -0.10 0.83 -1.39
O -4.0917 -6.1928 2.9226 1.20 1.57 -0.80
H -0.2041 0.8464 1.4303 -0.87 -1.26 0.46
C -0.4251 0.2208 -1.2170 1.85 -0.23 2.13
C 0.6181 1.1843 0.8725 3.28 0.49 -1.55
C -3.1647 -4.6098 1.5602 2.01 2.86 -3.88
C -3.0981 -5.1481 0.2860 -0.28 0.05 0.62
H -0.3789 3.6672 -0.5098 0.40 -0.90 -0.56
H 3.0802 0.2767 -1.9923 -0.49 0.85 0.60
H 3.5462 2.6585 0.6942 -0.95 0.70 -0.68
H 0.7984 2.1849 -2.4825 0.25 -0.87 0.54
C 0.6809 3.5015 -0.8069 -1.72 3.97 -1.73
C -0.9514 -0.9431 -0.3843 -1.92 -0.92 -5.87
H -0.9719 -0.9506 0.5968 0.21 0.14 4.76
S -2.5917 -2.9178 1.4176 0.15 -0.74 0.30
N 2.5758 2.2534 -1.1635 -2.00 -1.21 -1.34
C -2.1862 -3.0816 -0.2747 -0.60 0.33 1.18
N -3.6157 -5.0503 2.7722 -2.50 -0.34 3.97
```
Forces are in eV/Å.

# 2
Molecular formula: C4H5FOS2
Method: DFT, ωB97M-V/def2-TZVPD

## Properties
E_HOMO ... -9.101 eV
Frontier orbital gap ... 9.57 eV
Multiplicity ... 1
Maximum force ... 3.326 eV Å⁻¹
Total charge ... 0
Energy above the lowest of the compared OMol25 structures with the same formula, charge and spin ... 128.3 kJ/mol

The geometry in XYZ format:
```
13
Properties=species:S:1:pos:R:3:forces:R:3
F -2.1637 0.7718 -0.2224 -1.54 0.36 -0.28
C -1.0354 0.3242 0.2970 0.44 -0.32 1.29
S 1.3545 1.5484 1.3908 0.04 -0.67 0.81
C -0.0393 -0.2504 -0.6414 1.99 -0.82 1.43
H 1.2581 -2.1483 -0.4662 -0.55 1.56 0.54
H -1.0653 -0.2920 1.2192 -0.67 0.71 -0.49
C 0.1746 1.1008 0.1257 0.39 2.03 -0.79
H 0.1651 1.9831 -0.5869 -0.42 -1.24 0.88
O 0.8587 -1.3053 1.3672 -0.40 0.11 -3.30
C 0.7672 -1.2698 0.1205 0.53 -2.53 1.27
H 1.1500 0.5670 2.3663 0.01 0.92 -1.18
H -1.2721 -0.8696 -2.5847 -0.04 -0.05 0.21
S -0.1525 -0.1599 -2.3851 0.23 -0.06 -0.38
```
Forces are in eV/Å.